1.
{"formula": "C5H7N", "method": "ωB97M-V/def2-TZVPD", "symbols": ["N", "C", "C", "C", "C", "C", "H", "H", "H", "H", "H", "H", "H"], "positions_angstrom": [[-3.1009, 0.3216, -0.4836], [-1.9143, 0.2652, -0.1347], [-0.6254, 0.1253, 0.0534], [0.5694, 0.9633, -0.3563], [1.4512, -0.0581, 0.4159], [0.2302, -1.0064, 0.5862], [-2.4101, -0.1790, -1.2992], [0.7679, 0.9698, -1.4380], [0.5841, 1.9982, -0.0010], [2.3002, -0.4684, -0.1375], [1.8101, 0.3372, 1.3700], [0.0080, -1.3493, 1.6014], [0.2769, -1.8867, -0.0711]], "nbo_charge": [-0.50, 0.28, -0.29, -0.38, -0.39, -0.38, 0.43, 0.20, 0.21, 0.20, 0.21, 0.21, 0.20], "e_tot_ev": -6784.620, "spin_multiplicity": 1, "de_lowest_kcal_mol": 89.8, "homo_energy_ev": -8.284}

***

2.
{"formula": "C2H12N7", "method": "ωB97M-V/def2-TZVPD", "symbols": ["C", "C", "N", "N", "N", "N", "N", "N", "N", "H", "H", "H", "H", "H", "H", "H", "H", "H", "H", "H", "H"], "positions_angstrom": [[-1.4499, -2.4669, -0.5157], [-0.5483, -1.6412, 0.3413], [-1.4079, -0.5858, 1.1616], [0.5290, -0.9814, -0.2909], [1.3041, -0.2825, 0.6930], [0.5923, 1.0167, 0.8626], [0.7374, 1.7965, -0.2118], [1.3379, 2.9059, -0.1894], [1.7107, 3.2543, -1.4142], [-2.0812, -1.8847, -1.3011], [-0.8071, -3.2489, -1.0525], [-2.2237, -2.8226, 0.0085], [-0.0376, -2.3693, 1.0290], [-2.1311, -0.2612, 0.4230], [-1.7393, -0.7791, 1.9947], [-0.7414, 0.2965, 1.2836], [0.3719, -0.3398, -1.1060], [2.2379, 0.0060, 0.2686], [1.0930, 1.4203, 1.7071], [1.4052, 2.7373, -2.1833], [1.8480, 4.2301, -1.5083]], "nbo_charge": [-0.64, 0.11, -0.75, -0.47, -0.29, -0.37, -0.22, 0.04, -0.55, 0.22, 0.27, 0.23, 0.24, 0.43, 0.41, 0.45, 0.38, 0.38, 0.38, 0.38, 0.40], "total_charge": 1, "e_tot_ev": -12688.091, "spin_multiplicity": 1, "de_lowest_kcal_mol": 15.2, "homo_energy_ev": -13.013}

***

3.
{"formula": "C5H15N2OP", "method": "ωB97M-V/def2-TZVPD", "symbols": ["C", "C", "N", "C", "C", "P", "O", "N", "C", "H", "H", "H", "H", "H", "H", "H", "H", "H", "H", "H", "H", "H", "H", "H"], "positions_angstrom": [[1.9004, 0.8642, 0.6100], [0.8379, 1.2748, -0.3659], [-0.4055, 0.5496, -0.3277], [-1.5188, 1.3489, 0.2078], [-1.8088, 1.1370, 1.7131], [-0.5634, -0.8274, -1.2164], [-2.1236, -1.0809, -0.8016], [0.2839, -1.9235, -0.1008], [0.6591, -3.2847, -0.5781], [2.1550, -0.2715, 0.4946], [2.8500, 1.4395, 0.4812], [1.7028, 1.0435, 1.6159], [0.6634, 2.3519, -0.2723], [1.2789, 1.0097, -1.3520], [-2.4358, 1.0114, -0.3172], [-1.2183, 2.4558, -0.0290], [-0.8085, 0.8819, 2.2034], [-2.3032, 1.9106, 2.2733], [-2.4350, 0.1964, 1.9445], [-2.0298, -2.0457, -0.9160], [-0.2235, -2.1019, 0.7281], [1.5004, -3.1455, -1.3640], [1.0837, -3.9424, 0.2128], [-0.1205, -3.8321, -0.9730]], "nbo_charge": [-0.62, -0.22, -0.82, -0.21, -0.63, 1.40, -0.98, -0.95, -0.43, 0.23, 0.21, 0.20, 0.19, 0.19, 0.22, 0.19, 0.21, 0.21, 0.21, 0.48, 0.36, 0.20, 0.20, 0.16], "e_tot_ev": -19744.127, "spin_multiplicity": 1, "de_lowest_kcal_mol": 17.7, "homo_energy_ev": -8.156}

***

4.
{"formula": "C6H9N", "method": "ωB97M-V/def2-TZVPD", "symbols": ["C", "C", "C", "C", "C", "N", "H", "H", "H", "H", "H", "C", "H", "H", "H", "H"], "positions_angstrom": [[-0.8617, -2.1248, -0.3796], [0.2731, -1.2037, -0.5732], [0.8545, -0.1849, -1.1082], [1.3924, -0.6033, 0.2337], [1.0084, 0.0151, 1.5030], [0.6629, 0.3713, 2.5511], [-1.4318, -1.7718, 0.4898], [-1.5241, -2.1369, -1.2484], [-0.5195, -3.1387, -0.1568], [0.9233, 0.5623, -1.8843], [2.3715, -1.0794, 0.2982], [-0.6331, 2.2639, 0.0533], [-0.9042, 1.3129, -0.4095], [-1.0450, 3.0836, -0.5379], [-1.0232, 2.2874, 1.0715], [0.4566, 2.3471, 0.0973]], "nbo_charge": [-0.66, 0.09, -0.16, -0.37, 0.27, -0.35, 0.25, 0.23, 0.24, 0.24, 0.22, -0.86, 0.21, 0.21, 0.23, 0.21], "e_tot_ev": -7855.181, "spin_multiplicity": 1, "de_lowest_kcal_mol": 68.7, "homo_energy_ev": -10.096}

***

5.
{"formula": "C13H28Cl8NO2Pd", "method": "ωB97M-V/def2-TZVPD", "symbols": ["Pd", "C", "C", "O", "H", "H", "H", "H", "H", "Cl", "C", "C", "Cl", "H", "H", "H", "H", "Cl", "C", "C", "Cl", "H", "H", "H", "H", "Cl", "C", "C", "Cl", "H", "H", "H", "H", "Cl", "C", "C", "Cl", "H", "H", "H", "H", "C", "O", "N", "C", "C", "H", "H", "H", "H", "H", "H", "H"], "positions_angstrom": [[0.9382, 1.5544, 5.4094], [-2.0473, 1.7334, -0.8466], [-0.9823, 0.8799, -0.1245], [-0.8332, 1.1417, 1.2334], [-1.7656, 1.9034, -1.8858], [-2.0614, 2.7234, -0.3907], [-2.9956, 1.2050, -0.7490], [0.0261, 0.8864, -0.5385], [-1.3664, -0.1324, -0.2502], [4.9746, -3.2042, -1.1854], [4.9950, -3.3793, 0.6415], [5.7207, -4.6596, 0.9963], [4.8832, -6.1662, 0.4166], [3.9550, -3.4654, 0.9565], [5.2959, -2.4885, 1.1929], [5.7229, -4.8461, 2.0702], [6.7689, -4.5672, 0.7121], [-2.0360, -4.0920, -5.4322], [-0.7694, -3.4990, -4.2899], [-0.6871, -4.4224, -3.0526], [0.0044, -5.9805, -3.4642], [-1.0538, -2.5100, -3.9308], [0.1961, -3.4627, -4.7945], [-1.7186, -4.6030, -2.7500], [-0.2287, -3.9622, -2.1773], [-8.4306, -3.9942, 2.2759], [-6.9091, -3.1779, 1.9440], [-5.9880, -2.9053, 3.1860], [-6.9646, -2.0131, 4.3726], [-7.2041, -2.2255, 1.5036], [-6.5134, -3.7704, 1.1190], [-5.1000, -2.3395, 2.9044], [-5.5776, -3.8318, 3.5874], [-7.9917, 2.8489, 0.7903], [-6.9871, 4.2035, 1.3525], [-6.0379, 3.6770, 2.4185], [-5.0672, 5.0351, 3.0912], [-7.6717, 4.9713, 1.7128], [-6.4298, 4.6662, 0.5380], [-5.3393, 2.9144, 2.0741], [-6.6291, 3.1687, 3.1801], [6.9218, 4.0683, 0.4108], [7.8313, 4.7157, 0.8799], [6.7292, 3.8753, -0.9299], [5.6508, 2.9801, -1.4220], [7.5027, 4.4271, -1.9629], [6.0882, 3.6766, 1.0140], [4.9395, 2.5958, -0.6909], [6.1084, 2.2852, -2.1260], [5.0410, 3.5951, -2.0839], [8.2102, 3.8852, -2.5906], [6.8018, 4.8016, -2.7089], [8.0811, 5.2796, -1.6067]], "lowdin_spin": [1.00, 0.00, 0.10, 0.82, 0.00, 0.00, 0.00, 0.03, 0.05, 0.00, 0.00, 0.00, 0.00, 0.00, 0.00, 0.00, 0.00, 0.00, 0.00, 0.00, 0.00, 0.00, 0.00, 0.00, 0.00, 0.00, 0.00, 0.00, 0.00, 0.00, 0.00, 0.00, 0.00, 0.00, 0.00, 0.00, 0.00, 0.00, 0.00, 0.00, 0.00, 0.00, 0.00, 0.00, 0.00, 0.00, 0.00, 0.00, 0.00, 0.00, 0.00, 0.00, 0.00], "total_charge": 1, "e_tot_ev": -123166.031, "spin_multiplicity": 3, "homo_energy_ev": [-11.007, -11.007], "s2": 2.0051}

***

6.
{"formula": "C21H25ClN2O2", "method": "ωB97M-V/def2-TZVPD", "symbols": ["C", "C", "C", "C", "C", "C", "N", "N", "C", "O", "C", "C", "C", "C", "C", "O", "C", "C", "C", "C", "Cl", "C", "C", "C", "C", "C", "H", "H", "H", "H", "H", "H", "H", "H", "H", "H", "H", "H", "H", "H", "H", "H", "H", "H", "H", "H", "H", "H", "H", "H", "H"], "positions_angstrom": [[-0.3653, -4.0344, -0.5113], [-1.6129, -3.3470, -0.7077], [-1.8706, -2.3318, 0.1165], [-2.2348, -2.7584, 1.7254], [-3.0168, -1.2850, -0.1446], [-4.4718, -1.5763, -0.3502], [-2.6743, -0.1233, -0.1894], [-3.4455, 0.9836, -0.9259], [-3.0639, 2.2723, -1.1130], [-3.6922, 2.9922, -1.6002], [-1.7207, 2.7767, -0.4648], [-1.4401, 2.3989, 0.7372], [-0.0708, 2.4702, 1.2189], [0.8662, 3.3506, 0.5462], [2.3194, 3.7350, 0.9638], [3.2325, 3.3461, 0.2532], [3.5165, 1.9836, -0.1614], [4.7370, 1.7631, -0.9155], [5.0476, 0.6162, -1.4050], [4.3000, -0.5618, -0.4150], [4.8091, -2.2670, -0.8079], [3.2627, -0.2815, 0.2961], [2.5652, -1.5790, 0.9316], [2.7622, 1.0097, 0.6440], [0.5030, 3.5250, -0.9385], [-0.8068, 3.1819, -1.1756], [-0.2187, -4.3172, 0.3062], [0.2546, -3.2790, -0.7994], [-0.3458, -4.8274, -1.3317], [-2.4015, -3.9714, -0.5411], [-1.8314, -3.0008, -1.7519], [-0.8246, -1.7404, 0.3036], [-2.3574, -1.6979, 2.2913], [-2.9667, -3.2315, 1.7374], [-1.3067, -3.3738, 2.0976], [-4.9974, -1.2073, 0.2978], [-4.7535, -1.5289, -1.2616], [-4.5434, -2.7928, -0.1431], [-4.3786, 0.7751, -1.1188], [-2.0577, 1.8443, 1.7505], [0.1783, 2.4538, 2.1934], [2.2557, 4.6498, 1.1383], [2.4326, 3.3746, 2.0486], [5.1869, 2.3927, -1.3407], [5.9308, 0.4138, -1.8382], [2.2896, -2.1704, 0.0542], [1.5882, -1.2229, 1.2168], [3.1906, -1.9924, 1.6224], [2.0010, 0.9483, 1.0988], [1.2069, 3.9620, -1.3674], [-0.9666, 3.2798, -2.2697]], "nbo_charge": [-0.54, -0.45, -0.15, -0.53, 0.27, -0.62, -0.26, -0.51, 0.71, -0.53, -0.24, -0.09, -0.29, 0.02, -0.04, -0.49, 0.34, -0.26, -0.10, 0.02, -0.06, -0.11, -0.61, -0.21, -0.19, -0.16, 0.17, 0.20, 0.20, 0.19, 0.20, 0.20, 0.21, 0.13, 0.20, 0.20, 0.22, 0.19, 0.37, 0.22, 0.19, 0.18, 0.12, 0.20, 0.21, 0.22, 0.21, 0.22, 0.19, 0.19, 0.21], "e_tot_ev": -41759.690, "spin_multiplicity": 1, "de_lowest_kcal_mol": 526.6, "homo_energy_ev": -8.405}

***

7.
{"formula": "C7H8N2O3S3", "method": "ωB97M-V/def2-TZVPD", "symbols": ["C", "C", "C", "C", "C", "C", "C", "N", "N", "O", "O", "O", "S", "S", "S", "H", "H", "H", "H", "H", "H", "H", "H"], "positions_angstrom": [[-0.4242, 1.0255, -0.5721], [-0.2590, -0.3996, -0.3077], [-0.9273, -0.7570, 0.8156], [-1.2408, 1.6256, 0.3408], [1.6420, -2.1412, -0.3220], [0.6316, -1.2913, -1.0903], [2.9640, -2.2922, -1.0651], [1.3925, -2.7883, 0.7139], [-3.1455, 3.4132, 0.4312], [0.3499, -3.5667, 2.7810], [-1.0874, 3.5005, 2.0703], [-0.7541, 4.1423, -0.2339], [-1.8163, 0.4709, 1.5004], [0.0211, -3.3170, 1.3669], [-1.4821, 3.3026, 0.7041], [0.1480, 1.6342, -1.2652], [0.0801, -2.0275, -1.6362], [1.3981, -0.8575, -1.8246], [3.1651, -1.3059, -1.5513], [2.5518, -3.0569, -1.7765], [3.7524, -2.7878, -0.5647], [-3.6348, 3.1207, 1.2941], [-3.3251, 4.3535, 0.1913]], "nbo_charge": [-0.17, -0.23, -0.28, -0.59, 0.44, -0.49, -0.66, -0.73, -1.04, -0.81, -0.92, -0.93, 0.49, 1.39, 2.29, 0.24, 0.24, 0.23, 0.23, 0.24, 0.25, 0.40, 0.40], "e_tot_ev": -49011.968, "spin_multiplicity": 1, "homo_energy_ev": [-9.227, -8.621]}

***

8.
{"formula": "C3H7NO4", "method": "ωB97M-V/def2-TZVPD", "symbols": ["C", "C", "C", "N", "O", "O", "O", "O", "H", "H", "H", "H", "H", "H", "H"], "positions_angstrom": [[-1.8485, 1.3619, 0.6708], [2.3125, -0.9679, 0.2832], [-1.4515, 0.4420, -0.5236], [-0.1949, -0.2218, -0.6014], [1.1288, 0.0327, -0.1874], [-0.1762, -1.1281, -1.6697], [2.7537, -1.6681, -0.7887], [-2.3243, 0.0133, -1.2858], [-1.9017, 2.3905, 0.2472], [-2.8758, 1.1467, 0.8267], [-1.1804, 1.3478, 1.5727], [1.9125, -1.5965, 0.9983], [3.0483, -0.2872, 0.5292], [2.2731, -2.4868, -0.8462], [-1.1101, -0.9357, -2.2432]], "lowdin_spin": [0.04, 0.06, 0.35, 0.66, 0.32, 0.17, 0.01, 0.33, 0.01, 0.01, 0.00, 0.01, 0.01, 0.00, 0.01], "e_tot_ev": -12895.436, "spin_multiplicity": 3, "de_lowest_kcal_mol": 101.1, "homo_energy_ev": [-4.415, -10.168], "s2": 2.0088}